(1)
# C20H28N2O6Re

A structure of composition C20H28N2O6Re (ωB97M-V/def2-TZVPD, the Open Molecules 2025 dataset).

Geometry as XYZ:
```
57
Properties=species:S:1:pos:R:3
Re -0.659 0.260 -0.254
C 0.553 2.248 1.906
C -0.789 1.744 2.428
O -1.287 0.559 1.649
C -2.760 0.384 1.751
C -3.246 -0.479 0.597
O -2.724 0.181 -0.595
C -2.836 -0.349 -1.944
C -2.021 0.617 -2.786
O -0.636 0.694 -2.241
C 0.048 1.957 -2.650
C 1.423 2.166 -2.021
O -0.660 2.211 -0.179
H 1.305 1.474 2.056
H 0.828 3.061 2.581
H -1.562 2.500 2.325
H -0.698 1.390 3.453
H -3.193 1.380 1.696
H -2.967 -0.096 2.708
H -4.335 -0.494 0.575
H -2.855 -1.497 0.631
H -3.877 -0.341 -2.270
H -2.447 -1.370 -1.965
H -2.437 1.623 -2.716
H -1.953 0.290 -3.822
H -0.651 2.755 -2.408
H 0.166 1.882 -3.731
H 1.750 3.109 -2.466
H 2.103 1.416 -2.429
C 0.440 4.290 0.359
C 0.539 2.784 0.444
O -1.932 2.831 0.105
C 1.697 2.245 -0.467
C 2.244 0.902 -0.044
C 3.689 0.698 0.221
N 1.369 -0.040 0.011
N 1.773 -1.335 0.313
C 0.766 -2.135 0.246
O -0.470 -1.605 -0.034
C 0.841 -3.573 0.449
C 2.095 -4.181 0.567
C 2.174 -5.546 0.770
C 1.012 -6.305 0.856
C -0.235 -5.703 0.738
C -0.324 -4.338 0.532
H -0.478 4.629 0.832
H 0.438 4.629 -0.676
H 1.296 4.733 0.869
H 2.508 2.965 -0.352
H 4.139 1.611 0.606
H 4.190 0.458 -0.723
H 3.856 -0.138 0.895
H 2.993 -3.584 0.493
H 3.140 -6.022 0.856
H 1.080 -7.373 1.013
H -1.133 -6.300 0.805
H -1.293 -3.869 0.438
```

Kohn-Sham gap (spin up / spin down) = 0.2353 / 0.2432 hartree
LUMO level (spin up / spin down) = -8.0 / -7.7 eV
net charge = +2
ΔE to the lowest compared entry with this formula, charge and spin = 309.1 kJ/mol
spin multiplicity = 2
highest occupied orbital energy (spin up / spin down) = -14.362 / -14.366 eV
M = 578.66 g mol⁻¹
E = -38569.08061 eV

Atom charges from the natural (NBO) analysis, given in e for atoms 1 to 4: Re 1.786; C -0.490; C -0.059; O -0.521

=====

(2)
# C20H28N2O6S

The molecule C20H28N2O6S (ωB97M-V/def2-TZVPD, the Open Molecules 2025 dataset).

Geometry as XYZ:
```
57
Properties=species:S:1:pos:R:3
C -3.618 -4.417 -0.513
C -2.247 -3.898 -0.913
H -1.446 -4.496 -0.465
H -2.130 -3.909 -2.003
O -2.113 -2.546 -0.477
C -0.968 -2.188 0.109
O -0.028 -2.950 0.261
C -0.953 -0.802 0.562
C 0.181 -0.280 1.162
N 1.373 -0.934 1.320
C 2.466 -0.301 1.821
O 2.404 0.856 2.198
C 3.738 -1.114 1.793
H 3.507 -2.173 1.690
H 4.299 -0.942 2.712
C 4.569 -0.648 0.584
C 3.698 -0.778 -0.658
O 3.306 -1.879 -1.003
N 3.341 0.334 -1.340
C 3.673 1.720 -1.094
H 4.282 1.843 -0.202
H 4.227 2.102 -1.961
C 2.383 2.533 -0.919
O 1.521 2.391 -2.025
C 1.193 1.037 -2.242
H 0.546 1.016 -3.120
C 2.449 0.198 -2.479
H 2.198 -0.857 -2.589
H 2.962 0.554 -3.380
H 0.643 0.637 -1.377
H 2.614 3.597 -0.850
H 1.880 2.213 0.003
H 4.937 0.359 0.757
H 5.421 -1.320 0.459
H 1.383 -1.888 0.947
S -0.013 1.352 1.681
C -1.644 1.348 1.075
C -2.003 0.169 0.507
C -3.366 0.002 -0.084
H -3.314 -0.583 -1.001
H -3.999 -0.539 0.624
C -3.986 1.384 -0.377
C -5.492 1.246 -0.598
H -5.695 0.526 -1.386
H -5.967 0.917 0.322
H -5.914 2.208 -0.875
C -3.327 2.000 -1.618
H -2.243 1.972 -1.545
H -3.646 3.034 -1.727
H -3.628 1.447 -2.503
O -3.857 2.231 0.764
C -2.537 2.541 1.138
H -2.604 2.924 2.162
H -2.128 3.347 0.505
H -4.396 -3.794 -0.946
H -3.724 -4.404 0.569
H -3.739 -5.436 -0.869
```

Kohn-Sham gap = 0.3178 hartree
LUMO level = 0.6 eV
ΔE to the lowest compared entry with this formula, charge and spin = 0.0 kJ/mol
highest occupied orbital energy = -8.081 eV
SMILES string = CCOC(=O)c1c(NC(=O)CCC(=O)N2CCOCC2)sc2c1CC(C)(C)OC2
M = 424.52 g mol⁻¹
E = -47296.35416 eV

Atom charges from the natural (NBO) analysis, given in e for atoms 1 to 4: C -0.622; C -0.079; H 0.213; H 0.182

=====

(3)
# C20H28N2O7S2Sr

A structure of composition C20H28N2O7S2Sr at a distorted geometry (ωB97M-V/def2-TZVPD, the Open Molecules 2025 dataset).

Geometry as XYZ:
```
60
Properties=species:S:1:pos:R:3
Sr 0.009 -1.904 0.434
O -1.137 -4.801 -2.572
C -0.858 -4.090 -1.489
O 0.130 -3.400 -1.386
C -1.886 -4.223 -0.383
O -1.341 -3.731 0.815
C -0.509 -4.694 1.478
C 0.542 -3.985 2.360
O 0.672 -4.376 3.511
O 1.178 -3.038 1.782
H -0.470 -4.628 -3.250
H -2.215 -5.261 -0.296
H -2.746 -3.604 -0.653
H 0.052 -5.288 0.745
H -1.112 -5.355 2.100
C -1.111 3.353 -3.650
C -1.751 3.237 -2.267
N -2.164 1.869 -1.938
C -3.589 1.575 -1.991
C -4.074 1.126 -3.368
C -1.234 0.938 -1.608
S -1.735 -0.697 -1.421
N 0.010 1.427 -1.502
C 1.057 0.852 -0.932
O 1.065 -0.197 -0.237
C 2.346 1.596 -1.106
C 2.376 2.893 -1.610
C 3.578 3.570 -1.734
C 4.764 2.953 -1.359
C 4.744 1.658 -0.862
C 3.540 0.984 -0.733
H -0.787 4.380 -3.829
H -1.822 3.077 -4.430
H -0.249 2.694 -3.711
H -2.643 3.862 -2.228
H -1.055 3.587 -1.505
H -4.119 2.479 -1.687
H -3.799 0.789 -1.270
H -3.889 1.891 -4.124
H -5.145 0.924 -3.329
H -3.552 0.214 -3.655
H 1.443 3.359 -1.897
H 3.590 4.580 -2.124
H 5.705 3.481 -1.450
H 5.667 1.171 -0.575
H 3.501 -0.026 -0.345
O -0.831 -0.935 2.192
S -0.039 -1.390 3.389
C -0.612 -0.311 4.764
C 0.647 0.243 5.413
C 1.530 0.669 4.244
C 1.573 -0.526 3.301
H -1.223 -0.918 5.431
H -1.223 0.473 4.317
H 1.143 -0.543 5.989
H 0.424 1.070 6.088
H 2.531 0.961 4.563
H 1.069 1.522 3.740
H 2.314 -1.270 3.594
H 1.721 -0.265 2.254
```

Kohn-Sham gap = 0.3025 hartree
LUMO level = 0.3 eV
ΔE to the lowest compared entry with this formula, charge and spin = 245.4 kJ/mol
highest occupied orbital energy = -7.923 eV
M = 560.21 g mol⁻¹
E = -61015.68680 eV

Atom charges from the natural (NBO) analysis, given in e for atoms 1 to 4: Sr 1.784; O -0.655; C 0.790; O -0.641

=====

(4)
# C20H28N3RuS4

A structure of composition C20H28N3RuS4 at a distorted geometry (ωB97M-V/def2-TZVPD, the Open Molecules 2025 dataset).

Geometry as XYZ:
```
56
Properties=species:S:1:pos:R:3
Ru 0.344 -0.326 0.702
C -1.194 -0.324 3.960
C -0.757 -1.776 3.817
S 0.673 -1.864 2.716
C 0.583 -3.541 2.067
C 1.564 -3.644 0.910
S 1.419 -2.404 -0.421
C 0.051 -3.067 -1.418
C -1.334 -2.980 -0.802
S -1.683 -1.275 -0.285
C -2.854 -1.539 1.061
C -3.037 -0.228 1.807
S -1.518 0.577 2.415
H -0.416 0.266 4.447
H -2.095 -0.258 4.569
H -1.558 -2.406 3.437
H -0.453 -2.165 4.789
H -0.439 -3.759 1.765
H 0.869 -4.243 2.851
H 1.495 -4.623 0.434
H 2.585 -3.517 1.271
H 0.294 -4.104 -1.653
H 0.097 -2.496 -2.345
H -1.444 -3.642 0.054
H -2.081 -3.260 -1.546
H -2.481 -2.333 1.703
H -3.804 -1.858 0.629
H -3.695 -0.369 2.665
H -3.495 0.518 1.157
N 2.013 0.512 1.381
C 3.010 0.732 1.964
N 4.017 1.091 2.597
C 5.200 0.593 2.852
N 6.258 0.207 3.111
C 2.154 1.706 -1.619
C 0.637 1.489 -1.841
C 0.482 0.291 -2.794
C 0.029 1.154 -0.523
C -0.003 2.769 -2.395
C -0.733 2.795 -3.577
C -1.336 3.970 -4.013
C -1.222 5.133 -3.271
C -0.489 5.121 -2.092
C 0.112 3.951 -1.661
H 2.620 0.802 -1.229
H 2.359 2.520 -0.928
H 2.588 1.951 -2.589
H 1.061 -0.541 -2.396
H 0.882 0.543 -3.775
H -0.559 -0.018 -2.906
H -0.573 1.961 -0.090
H -0.839 1.904 -4.180
H -1.896 3.972 -4.939
H -1.704 6.043 -3.604
H -0.383 6.026 -1.507
H 0.678 3.960 -0.735
```

Kohn-Sham gap (spin up / spin down) = 0.2451 / 0.2451 hartree
LUMO level (spin up / spin down) = -3.8 / -3.8 eV
net charge = +1
highest occupied orbital energy (spin up / spin down) = -10.477 / -10.478 eV
M = 539.80 g mol⁻¹
E = -71580.34092 eV

Atom charges from the natural (NBO) analysis, given in e for atoms 1 to 4: Ru 0.122; C -0.541; C -0.538; S 0.370

=====

Repeat the first record exactly.
# C20H28N2O6Re

A structure of composition C20H28N2O6Re (ωB97M-V/def2-TZVPD, the Open Molecules 2025 dataset).

Geometry as XYZ:
```
57
Properties=species:S:1:pos:R:3
Re -0.659 0.260 -0.254
C 0.553 2.248 1.906
C -0.789 1.744 2.428
O -1.287 0.559 1.649
C -2.760 0.384 1.751
C -3.246 -0.479 0.597
O -2.724 0.181 -0.595
C -2.836 -0.349 -1.944
C -2.021 0.617 -2.786
O -0.636 0.694 -2.241
C 0.048 1.957 -2.650
C 1.423 2.166 -2.021
O -0.660 2.211 -0.179
H 1.305 1.474 2.056
H 0.828 3.061 2.581
H -1.562 2.500 2.325
H -0.698 1.390 3.453
H -3.193 1.380 1.696
H -2.967 -0.096 2.708
H -4.335 -0.494 0.575
H -2.855 -1.497 0.631
H -3.877 -0.341 -2.270
H -2.447 -1.370 -1.965
H -2.437 1.623 -2.716
H -1.953 0.290 -3.822
H -0.651 2.755 -2.408
H 0.166 1.882 -3.731
H 1.750 3.109 -2.466
H 2.103 1.416 -2.429
C 0.440 4.290 0.359
C 0.539 2.784 0.444
O -1.932 2.831 0.105
C 1.697 2.245 -0.467
C 2.244 0.902 -0.044
C 3.689 0.698 0.221
N 1.369 -0.040 0.011
N 1.773 -1.335 0.313
C 0.766 -2.135 0.246
O -0.470 -1.605 -0.034
C 0.841 -3.573 0.449
C 2.095 -4.181 0.567
C 2.174 -5.546 0.770
C 1.012 -6.305 0.856
C -0.235 -5.703 0.738
C -0.324 -4.338 0.532
H -0.478 4.629 0.832
H 0.438 4.629 -0.676
H 1.296 4.733 0.869
H 2.508 2.965 -0.352
H 4.139 1.611 0.606
H 4.190 0.458 -0.723
H 3.856 -0.138 0.895
H 2.993 -3.584 0.493
H 3.140 -6.022 0.856
H 1.080 -7.373 1.013
H -1.133 -6.300 0.805
H -1.293 -3.869 0.438
```

Kohn-Sham gap (spin up / spin down) = 0.2353 / 0.2432 hartree
LUMO level (spin up / spin down) = -8.0 / -7.7 eV
net charge = +2
ΔE to the lowest compared entry with this formula, charge and spin = 309.1 kJ/mol
spin multiplicity = 2
highest occupied orbital energy (spin up / spin down) = -14.362 / -14.366 eV
M = 578.66 g mol⁻¹
E = -38569.08061 eV

Atom charges from the natural (NBO) analysis, given in e for atoms 1 to 4: Re 1.786; C -0.490; C -0.059; O -0.521

=====

- Among the records above, which one has the lowest E?
  C20H28N3RuS4

=====

- Which formula does entry 3 have?
  C20H28N2O7S2Sr